This record from the OMol25 dataset describes a cluster of 2 separate species, C2H9N2S in total at a distorted geometry. The level of theory is wB97M-V/def2-TZVPD.

Summary:
Highest occupied orbital energy = -0.5018 hartree
Electronic energy = -16024.8921 eV
Gap between HOMO and LUMO = 0.36342 Eh
Strongest force on any atom = 4.873 eV Å⁻¹
E_LUMO = -3.8 eV
Energy above the lowest of the compared OMol25 structures with the same formula, charge and spin = 104.12 kcal per mole
Total charge = +1
2S+1 = 1

Geometry (Å):
C: 1.275 -0.618 -0.157
C: -0.079 0.047 -0.040
N: -1.179 -0.749 0.145
N: -0.201 0.991 -1.221
S: -2.717 -0.007 0.115
H: 1.918 -0.399 0.676
H: 1.758 -0.314 -1.011
H: 1.260 -1.761 -0.269
H: -0.104 1.244 1.295
H: -0.974 -1.626 0.689
H: -1.014 1.652 -0.899
H: -0.541 0.321 -1.977
H: 0.743 1.263 -1.315
H: -2.560 0.103 1.543